[1]
C6H10O | ωB97M-V/def2-TZVPD

Computed properties:
charge	0
total energy	-8427.3752	eV
LUMO energy	0.549	eV
gap between HOMO and LUMO	8.1	eV
spin multiplicity	1

Atoms and positions in Å:
O  -2.71541  -0.56237  0.74851
C  -1.62734  -0.26938  -0.05801
C  -0.12672  1.39449  -0.20517
C  1.00087  0.98827  0.70269
C  1.65898  -0.09707  -0.12517
C  0.60772  -0.99268  -0.73224
C  -0.65903  -1.28057  -0.30891
H  -2.52689  -1.30817  1.33847
H  -1.97053  0.36932  -0.84522
H  -0.82400  2.15383  0.11660
H  0.27206  1.65879  -1.21091
H  0.58227  0.58792  1.63044
H  1.71371  1.78395  0.97677
H  2.26642  0.36864  -0.91211
H  2.35070  -0.75356  0.43481
H  1.02830  -1.71752  -1.42455
H  -0.96529  -2.33350  -0.23127

***

[2]
C6H10O | ωB97M-V/def2-TZVPD

Computed properties:
charge	0
total energy	-8428.5388	eV
LUMO energy	0.995	eV
gap between HOMO and LUMO	10.3	eV
spin multiplicity	1

Atoms and positions in Å:
C  -1.00627  0.26476  1.64627
C  -0.15291  0.40246  0.35443
C  -0.52201  -0.81204  -0.66584
C  0.64824  -0.29378  -1.49994
C  -0.05903  1.04301  -1.20371
O  1.80510  -0.32638  -0.69098
C  1.29017  -0.09819  0.61219
H  -0.89088  -0.79418  1.96903
H  -2.05899  0.40742  1.41617
H  -0.78617  0.85543  2.55156
H  -0.46303  -1.66870  -0.03355
H  -1.44574  -0.81626  -1.27851
H  0.91891  -0.67821  -2.49667
H  -0.94691  1.11199  -1.87163
H  0.49093  1.95419  -1.18877
H  1.20981  -1.06848  1.14296
H  2.01873  0.50557  1.17184

***

[3]
C6H10O | ωB97M-V/def2-TZVPD

Computed properties:
charge	0
total energy	-8426.1800	eV
LUMO energy (alpha / beta)	0.766 / 0.751	eV
gap between HOMO and LUMO (alpha / beta)	8.1 / 7.9	eV
spin multiplicity	1

Atoms and positions in Å:
C  -0.15221  -0.15893  -1.74008
C  -1.15488  0.85519  -1.14206
C  1.07059  1.04912  0.37685
C  0.23609  0.93791  -0.80280
C  0.28827  0.11120  1.32773
C  0.46275  -1.40217  1.33344
O  -0.92539  0.52874  1.55219
H  -0.42116  -1.15686  -1.50428
H  0.14488  -0.00033  -2.77378
H  -1.69571  1.49137  -1.90807
H  -1.78844  0.39553  -0.36735
H  2.01882  0.81221  0.12823
H  1.10045  1.98536  0.84670
H  -0.31400  -1.75693  2.11216
H  1.59931  -1.55015  1.48777
H  0.19546  -1.97270  0.36321
H  -0.93818  1.21769  2.22518

***

[4]
C6H10O | ωB97M-V/def2-TZVPD

Computed properties:
SMILES	CC/C=C\C=C\O
charge	0
total energy	-8430.1411	eV
LUMO energy	0.921	eV
gap between HOMO and LUMO	9.1	eV
spin multiplicity	1

Atoms and positions in Å:
C  2.52525  0.16534  0.08595
C  1.01965  0.14193  0.31039
C  0.18911  1.36111  0.02799
C  -1.13773  1.27133  -0.16820
C  -1.89643  0.01736  -0.25991
C  -1.58041  -1.17201  0.27960
O  -2.11940  -2.36303  -0.08972
H  2.76269  0.20145  -0.98159
H  3.03165  0.99445  0.58892
H  2.94192  -0.76899  0.48097
H  0.82260  -0.19036  1.33828
H  0.60427  -0.63405  -0.34357
H  0.67671  2.33224  -0.05697
H  -1.69803  2.17626  -0.40011
H  -2.75419  0.03178  -0.93460
H  -0.87226  -1.31531  1.08668
H  -2.51541  -2.24951  -0.96410

***

[5]
C6H10O | ωB97M-V/def2-TZVPD

Computed properties:
SMILES	C1=CCCOCC1
charge	0
total energy	-8430.5507	eV
LUMO energy	1.027	eV
gap between HOMO and LUMO	10.3	eV
spin multiplicity	1

Atoms and positions in Å:
C  -1.34925  -0.39300  0.52515
C  -0.65630  -1.45334  -0.32337
O  0.75429  -1.54894  -0.25420
C  1.50032  -0.48339  0.27744
C  1.34732  0.84562  -0.45875
C  0.04182  1.56841  -0.27852
C  -1.11504  1.03657  0.10874
H  -1.07871  -0.52409  1.58108
H  -2.42357  -0.60989  0.46495
H  -1.03268  -2.43363  -0.01179
H  -0.94354  -1.30494  -1.37302
H  1.30336  -0.36140  1.35398
H  2.53928  -0.81283  0.17241
H  2.17298  1.50036  -0.14648
H  0.06073  2.63448  -0.49996
H  1.47989  0.64886  -1.52993
H  -1.98382  1.68859  0.15627

***

[6]
C6H10O | ωB97M-V/def2-TZVPD

Computed properties:
charge	0
total energy	-8426.3655	eV
LUMO energy	-0.037	eV
gap between HOMO and LUMO	8.3	eV
spin multiplicity	1

Atoms and positions in Å:
C  -1.01666  -2.06646  0.46840
O  0.03919  -1.15933  0.70608
C  -0.39775  0.14039  0.84385
C  0.49169  1.21866  0.38467
C  1.78147  0.96656  -0.39590
C  -0.47781  0.48303  -1.73608
C  -0.81493  0.93225  -0.41228
H  -0.56964  -3.05747  0.36713
H  -1.55466  -1.80701  -0.45491
H  -1.73299  -2.07422  1.30264
H  -1.02448  0.32674  1.72087
H  0.47149  2.11982  0.99860
H  2.49396  1.77854  -0.25419
H  2.23954  0.01324  -0.12212
H  1.56937  0.96371  -1.46904
H  0.10162  -0.45694  -1.62958
H  -1.59941  1.67852  -0.31814

***

[7]
C6H10O | ωB97M-V/def2-TZVPD

Computed properties:
SMILES	C=C(C)CCC=O
charge	0
total energy	-8429.9596	eV
LUMO energy	0.868	eV
gap between HOMO and LUMO	10.3	eV
spin multiplicity	1

Atoms and positions in Å:
O  0.53094  2.90460  -0.19933
C  0.19742  2.06987  0.61942
C  1.20572  0.92072  0.74159
C  0.55274  -0.39233  0.81971
C  -0.51432  -0.68354  -0.26448
C  -1.79200  -0.80739  0.11691
C  -0.06895  -1.08047  -1.67094
H  -0.67065  2.09289  1.34820
H  1.85847  0.99885  -0.09956
H  1.99223  1.09159  1.54204
H  0.02656  -0.52785  1.70831
H  1.35583  -1.20481  0.82813
H  -2.58352  -0.95867  -0.66083
H  -2.21367  -0.79601  1.14831
H  -0.93866  -1.04267  -2.42414
H  0.26492  -2.14008  -1.55628
H  0.79693  -0.44471  -1.99706

***

[8]
C6H10O | ωB97M-V/def2-TZVPD

Computed properties:
charge	0
total energy	-8425.7944	eV
LUMO energy	-0.121	eV
gap between HOMO and LUMO	8.4	eV
spin multiplicity	1

Atoms and positions in Å:
C  -1.68395  0.37867  1.02461
C  -2.09411  -0.25614  -0.26706
C  -0.91993  -0.80298  0.50930
C  0.47817  -0.61452  -0.02312
C  0.55005  0.53882  -1.04499
C  2.38708  0.43476  0.25725
O  1.37904  -0.17939  0.99798
H  -1.18761  1.34232  0.96278
H  -2.30792  0.22957  1.90068
H  -2.99915  -0.85517  -0.30280
H  -1.88851  0.31058  -1.17287
H  -1.07977  -1.74981  1.02003
H  0.85060  -1.58405  -0.40451
H  0.93025  0.13394  -2.00396
H  1.85602  1.13485  -0.50310
H  3.03846  -0.27034  -0.27788
H  2.97186  1.11750  0.87969

***

[9]
C6H10O | ωB97M-V/def2-TZVPD

Computed properties:
SMILES	O=CCCC1CC1
charge	0
total energy	-8429.0799	eV
LUMO energy	1.074	eV
gap between HOMO and LUMO	10.4	eV
spin multiplicity	1

Atoms and positions in Å:
O  2.34701  -0.50598  2.14450
C  2.14872  0.00380  1.06160
C  1.70584  -0.76033  -0.18323
C  0.29945  -0.39932  0.26326
C  -0.61758  0.34869  -0.64687
C  -1.97404  -0.18952  -0.98505
C  -1.83580  0.92093  0.01400
H  2.31178  1.05993  0.77744
H  2.01314  -0.30982  -1.13889
H  2.04767  -1.78765  -0.07945
H  0.55481  0.40117  1.12109
H  -0.15410  -1.21579  0.83105
H  -0.12101  0.96204  -1.39868
H  -2.36916  0.05469  -1.96408
H  -2.23091  -1.18030  -0.61978
H  -2.14660  1.92130  -0.26313
H  -1.97921  0.67617  1.06621

***

[10]
C6H10O | ωB97M-V/def2-TZVPD

Computed properties:
SMILES	C[C@H]1C[C@H]1CC=O
charge	0
total energy	-8429.3888	eV
LUMO energy	1.005	eV
gap between HOMO and LUMO	10.3	eV
spin multiplicity	1

Atoms and positions in Å:
C  1.55528  -0.67841  1.27046
C  0.32498  -1.19672  0.57344
C  -1.02011  -0.61879  0.85827
C  -0.39829  -0.42334  -0.48044
C  0.07051  0.92931  -0.90136
C  -0.92741  1.61615  -1.64695
O  -2.03940  1.16880  -1.99902
H  1.69966  -1.18716  2.22531
H  1.50040  0.39088  1.48901
H  2.45446  -0.84308  0.67250
H  0.32672  -2.26819  0.39884
H  -1.87807  -1.27662  0.92953
H  -1.04110  0.23854  1.52393
H  -0.83808  -1.01128  -1.28171
H  0.96156  0.87543  -1.53701
H  0.37435  1.57233  -0.06778
H  -1.12948  2.56504  -2.23446

***

[11]
C6H10O | ωB97M-V/def2-TZVPD

Computed properties:
charge	0
total energy	-8426.4442	eV
LUMO energy	-0.429	eV
gap between HOMO and LUMO	8.5	eV
spin multiplicity	1

Atoms and positions in Å:
C  -1.94562  -0.30418  0.64941
C  -1.28477  0.22570  -0.61839
C  0.00921  1.02055  -0.37549
C  1.01791  -0.07337  -0.12637
C  2.36791  0.08574  0.43874
O  1.31930  -0.35180  1.27062
C  0.86620  -1.13099  -1.10734
H  -1.24243  -0.84353  1.28827
H  -2.35267  0.51821  1.24260
H  -2.77280  -0.97929  0.42056
H  -1.99721  0.77589  -1.23529
H  0.27259  1.57555  -1.28133
H  -0.04802  1.71373  0.46997
H  3.14638  -0.64903  0.22601
H  2.73012  1.10422  0.57916
H  0.86005  -2.08356  -0.54976
H  -0.94615  -0.60387  -1.29137

***

[12]
C6H10O | ωB97M-V/def2-TZVPD

Computed properties:
charge	+1
total energy	-8418.6533	eV
LUMO energy (alpha / beta)	-5.287 / -7.430	eV
gap between HOMO and LUMO (alpha / beta)	8.2 / 6.0	eV
spin multiplicity	2

Atoms and positions in Å:
C  0.92839  0.61596  0.95810
C  1.90328  0.09420  0.09039
C  -1.12889  0.62936  2.10231
C  -0.22924  -0.18585  1.43436
C  -0.47723  -1.56155  0.80740
C  -0.61360  -2.52725  1.77883
H  0.86381  1.74207  1.25654
H  2.68800  0.72676  -0.47385
H  2.03625  -0.97627  -0.04651
H  -2.12927  0.82930  1.92330
H  -0.55661  1.32322  2.72363
H  -0.45315  -1.82336  -0.30258
H  0.06957  -3.44869  1.85743
H  -1.31159  -2.40160  2.61988
H  0.24599  2.53717  -5.43174
H  -1.10459  1.97724  -6.04336
O  -0.73112  2.44931  -5.25413

***

[13]
C6H10O | ωB97M-V/def2-TZVPD

Computed properties:
charge	+1
total energy	-8421.0019	eV
LUMO energy (alpha / beta)	-6.084 / -7.507	eV
gap between HOMO and LUMO (alpha / beta)	8.2 / 7.4	eV
spin multiplicity	2

Atoms and positions in Å:
C  2.41770  0.01764  -0.69542
C  1.15234  0.04196  0.14469
C  1.10894  0.69235  1.35440
C  -2.53682  -0.30339  -0.16337
O  -2.55495  0.88766  -0.90159
C  -1.19465  -0.68636  0.32445
C  -0.01861  -0.55880  -0.39938
H  3.04051  -0.77140  -0.27609
H  3.00402  0.91569  -0.51031
H  2.13701  -0.08653  -1.73295
H  1.95473  1.25800  1.72613
H  0.39070  0.45748  2.13573
H  -3.27418  -0.22506  0.61551
H  -2.86960  -1.19259  -0.73879
H  -1.73737  1.37911  -0.79361
H  -1.11494  -0.99757  1.35887
H  0.09517  -0.82818  -1.44827

***

[14]
C6H10O2 | ωB97M-V/def2-TZVPD

Computed properties:
SMILES	C=COCO/C=C/C
charge	0
total energy	-10476.4850	eV
LUMO energy	1.076	eV
gap between HOMO and LUMO	9.9	eV
spin multiplicity	1

Atoms and positions in Å:
C  -3.24150  0.73079  -0.21085
C  -2.05166  0.02374  0.40734
C  -1.06283  -0.49115  -0.32437
C  1.04924  -1.60135  -0.09829
C  2.54560  0.24323  0.36640
C  3.19195  1.33322  -0.04740
H  -3.41249  0.29120  -1.19948
H  -3.05157  1.81506  -0.20270
H  -4.17262  0.50299  0.37570
H  -1.96591  -0.10169  1.50914
H  -0.88455  -0.43195  -1.40208
H  0.71760  -2.22404  -0.88736
H  1.54242  -2.14213  0.69839
H  2.16983  0.05112  1.37894
H  3.38195  1.62807  -1.09681
H  3.32556  2.10050  0.75153
O  -0.04698  -1.05468  0.52752
O  1.96596  -0.67295  -0.54563

***

[15]
C6H10O2 | ωB97M-V/def2-TZVPD

Computed properties:
charge	0
total energy	-10473.8091	eV
LUMO energy (alpha / beta)	0.691 / 0.743	eV
gap between HOMO and LUMO (alpha / beta)	7.6 / 8.3	eV
spin multiplicity	1

Atoms and positions in Å:
C  1.45809  0.66821  0.62017
C  0.45801  0.78793  -0.58889
C  -1.07647  -0.87449  0.66390
C  1.48706  -0.76196  1.15618
C  -0.88644  0.18172  -0.25911
C  -1.92478  0.38791  -1.31690
O  -1.25370  0.46266  1.10364
O  2.20744  -1.59521  0.37565
H  2.51468  0.85264  0.28904
H  1.07374  1.35572  1.45581
H  0.09081  1.91484  -0.78865
H  1.00915  0.30548  -1.45275
H  -1.79970  -1.60662  0.86103
H  1.28237  -0.86682  2.17314
H  -2.95233  -0.08079  -1.21684
H  -1.75600  -0.06081  -2.32295
H  -2.15794  1.43692  -1.47949
H  2.22599  -2.50734  0.72705